Entry 1:
Below is a structure of composition C5H12F4HgN2O15S4, with properties calculated with ωB97M-V/def2-TZVPD.

Output
E_LUMO (spin up / spin down): 0.03802 / 0.00967 Eh
HOMO-LUMO gap (spin up / spin down): 9.1 / 8.4 eV
⟨S²⟩: 0.76
Spin multiplicity: 2
Highest occupied orbital energy (spin up / spin down): -8.0461 / -8.0918 eV
Total energy: -3581.276073 Ha
Total charge: -1

Structure (XYZ):
```
43
Properties=species:S:1:pos:R:3:mulliken_spin:R:1
Hg 10.9345 -15.6133 2.3982 -0.036
N 11.2920 -13.9334 3.7570 0.005
S 10.8186 -12.4831 4.0824 0.000
O 11.2334 -11.4332 3.1415 0.000
O 10.5590 -12.1875 5.5010 0.000
F 9.2918 -12.7124 3.5372 0.000
S 12.7547 -13.7423 4.6302 -0.001
O 12.7186 -14.0234 6.0653 0.000
O 13.6533 -12.6078 4.2767 0.000
F 13.4394 -15.0464 4.0724 0.000
N 10.5069 -17.3127 3.7038 -0.001
S 9.4211 -18.6398 3.5250 0.000
O 8.1663 -18.5042 4.2194 0.000
O 10.0266 -19.9997 3.3075 0.000
F 9.0635 -18.3736 1.9740 0.000
S 10.8903 -17.8443 5.0622 0.000
O 11.7760 -18.9923 5.2091 0.000
O 9.9762 -17.5745 6.1708 -0.001
F 12.0337 -16.7383 5.3775 0.000
C 12.5572 -16.8081 0.6832 -0.027
O 11.3339 -17.0739 0.4778 0.267
O 13.3240 -17.3152 -0.1366 0.631
O 12.8419 -15.7256 1.1080 0.169
C 10.3489 -13.2233 -0.4022 0.001
C 9.2629 -12.1119 -0.3020 0.000
O 9.8999 -10.8884 0.1710 0.000
O 10.8426 -13.4714 0.9065 -0.004
H 11.2027 -13.1227 -1.0723 0.000
H 10.1019 -14.2553 -0.6514 -0.001
H 8.6022 -12.2428 0.5550 0.000
H 8.7608 -11.9974 -1.2627 0.000
H 9.1498 -10.3387 0.4092 0.000
H 11.0004 -12.5934 1.2612 -0.001
C 7.4923 -15.4195 2.6555 0.000
C 6.2340 -15.7287 1.6626 0.000
O 6.0555 -14.7309 0.6486 0.000
O 8.6324 -15.1035 1.8986 0.001
H 7.6742 -16.2656 3.3181 0.000
H 7.3330 -14.6519 3.4128 0.000
H 5.3154 -15.9225 2.2165 0.000
H 6.5321 -16.7143 1.3052 0.000
H 5.1238 -14.5108 0.5761 0.000
H 8.3391 -14.6620 1.0982 -0.001
```


Entry 2:
Below is a structure of composition C7H13IO, with properties calculated with ωB97M-V/def2-TZVPD.

Output
Energy above the lowest of the compared OMol25 structures with the same formula, charge and spin: 183.9 kJ/mol
E_LUMO: 0.02623 Eh
HOMO-LUMO gap: 9.5 eV
Spin multiplicity: 1
Highest occupied orbital energy: -8.7839 eV
Total energy: -647.357104 Ha
Total charge: 0

Structure (XYZ):
```
22
Properties=species:S:1:pos:R:3:mulliken_charge:R:1
C 0.3138 -1.0012 -1.3704 -0.828
C -0.7909 -0.9459 -0.1725 0.624
C -0.1821 0.0368 0.7841 0.183
C 1.2087 0.8042 -0.3502 0.021
C -0.9188 -2.3766 0.3869 -1.545
C -1.1727 1.0418 1.0918 -1.817
C 1.2645 2.3080 -0.4182 -1.107
O 0.9053 0.2297 -1.5164 -0.331
I 3.0702 -0.2016 0.3728 -0.052
H 1.0233 -1.7679 -1.3120 0.459
H -0.2965 -1.0432 -2.3667 0.296
H -1.7631 -0.5831 -0.5619 0.302
H 0.5139 -0.2735 1.5415 0.486
H 0.0433 -2.8404 0.9095 0.254
H -1.0889 -2.9071 -0.5327 0.434
H -1.5417 -2.3569 1.2398 0.427
H -1.6461 1.5299 0.2475 0.439
H -0.7468 1.9002 1.6183 0.412
H -1.9282 0.5389 1.7124 0.394
H 1.8639 2.6812 -1.1967 0.427
H 1.6588 2.7623 0.6266 0.239
H 0.2103 2.4643 -0.7337 0.282
```


Entry 3:
Below is an isolated molecule of C5H8O, with properties calculated with ωB97M-V/def2-TZVPD.

Output
Energy above the lowest of the compared OMol25 structures with the same formula, charge and spin: 149.9 kJ/mol
Structure (SMILES): C1OC[C@H]2C[C@@H]12
E_LUMO: 0.04221 Eh
HOMO-LUMO gap: 10.9 eV
Spin multiplicity: 1
Highest occupied orbital energy: -9.7877 eV
Total energy: -270.500782 Ha
Total charge: 0

Structure (XYZ):
```
14
Properties=species:S:1:pos:R:3:mulliken_charge:R:1
C -0.4094 -1.3669 -0.3975 -0.762
C -0.9740 -0.0487 0.0176 0.003
C -0.4147 0.7044 1.2080 -0.559
O 0.7417 1.3879 0.7263 -0.398
C 1.2955 0.5523 -0.3133 -0.553
C 0.1003 -0.0789 -1.0230 -0.073
H 0.3179 -1.8721 0.2346 0.210
H -1.1113 -2.0519 -0.8719 0.278
H -1.9791 0.1728 -0.3210 0.345
H -0.1623 0.0217 2.0383 0.265
H -1.1609 1.4172 1.5749 0.319
H 1.9351 -0.1933 0.1782 0.261
H 1.9378 1.1118 -1.0112 0.328
H -0.1166 0.2436 -2.0401 0.336
```


Entry 4:
Below is a structure of composition C4H6HgO3, with properties calculated with ωB97M-V/def2-TZVPD.

Output
E_LUMO (spin up / spin down): -0.61110 / -0.61124 Eh
HOMO-LUMO gap (spin up / spin down): 7.3 / 7.8 eV
⟨S²⟩: 0.76
Spin multiplicity: 2
Highest occupied orbital energy (spin up / spin down): -23.9592 / -24.4468 eV
Total energy: -533.522105 Ha
Total charge: +3

Structure (XYZ):
```
14
Properties=species:S:1:pos:R:3:mulliken_spin:R:1
C 2.7748 -0.1441 1.2707 0.461
C 1.8202 -1.0144 0.8483 0.263
O 3.6571 -0.3011 2.1482 0.191
H 2.9449 -0.2938 -0.0033 0.041
H 1.6074 -1.9393 1.3897 0.057
H 4.5515 -0.0023 1.8913 -0.008
O 0.3297 -0.6161 0.3262 -0.014
C -0.8051 -1.1549 0.5725 0.002
O -1.7718 -0.3624 0.8619 0.006
Hg -1.8224 -2.3518 2.3320 0.002
C -1.6218 1.1012 0.8462 0.000
H -0.7487 1.4297 1.4164 0.001
H -1.4748 1.3725 -0.2027 0.001
H -2.5300 1.4353 1.3498 0.000
```


Entry 5:
Below is a structure of composition C32H21ClN13O3Zr, with properties calculated with ωB97M-V/def2-TZVPD.

Output
Energy above the lowest of the compared OMol25 structures with the same formula, charge and spin: 33.3 kJ/mol
E_LUMO: 0.07662 Eh
HOMO-LUMO gap: 7.1 eV
Spin multiplicity: 1
Highest occupied orbital energy: -5.0348 eV
Total energy: -2677.097854 Ha
Total charge: -1

Structure (XYZ):
```
71
Properties=species:S:1:pos:R:3:mulliken_charge:R:1
Zr 0.8197 0.4944 0.5695 0.272
Cl -5.6384 1.8355 4.0806 -0.265
C -4.0810 1.5415 3.3481 -0.046
C -2.9410 1.9305 4.0602 -0.414
C -1.7209 1.9768 3.4400 -0.613
C -1.5805 1.6054 2.1132 0.776
O -0.3633 1.8401 1.5835 -0.681
C -2.7036 1.0986 1.3796 0.447
C -2.6146 0.6501 0.0115 -0.490
N -1.4667 0.2887 -0.4589 1.063
C -1.3370 0.0931 -1.8580 -1.621
C -2.0617 -0.7233 -2.6671 -0.057
C -1.7456 -0.8336 -4.0154 -1.183
C -0.7387 -0.0645 -4.5282 -0.657
C -0.0039 0.8512 -3.7098 1.566
C 1.1961 1.6398 -4.1448 -0.904
C 1.8238 2.4428 -3.2760 -0.830
C 1.1603 2.6882 -1.9475 0.213
N 0.4858 1.5345 -1.4502 0.405
C -0.2448 0.8389 -2.3570 0.740
C -3.9212 1.0280 2.0379 -1.188
H -3.0524 2.3222 5.0848 0.390
H -0.8354 2.2912 3.9326 0.496
H -3.5515 0.5478 -0.5876 0.347
H -2.9344 -1.2642 -2.2797 0.471
H -2.3043 -1.5043 -4.6439 0.403
H -0.3606 -0.1931 -5.5663 0.297
H 1.5854 1.5523 -5.1350 0.415
H 2.7357 2.9086 -3.6287 0.407
H 0.5158 3.5533 -2.0076 0.166
H -4.7271 0.6173 1.5503 0.625
O 2.6352 -0.0826 -0.4271 -0.706
C 2.8796 -0.5666 -1.6245 0.530
C 3.9903 -0.1202 -2.4006 -0.522
C 4.2298 -0.6413 -3.6594 -0.544
C 3.4011 -1.6137 -4.2169 -0.724
C 2.4164 -2.1446 -3.4397 -0.732
C 2.1366 -1.6438 -2.1696 0.793
C 1.1121 -2.2901 -1.3995 -0.734
N 0.5754 -1.7260 -0.3209 1.051
N -0.3940 -2.4816 0.2644 -1.432
C -0.7312 -1.9749 1.4100 0.441
O -0.2518 -0.8553 1.8835 -0.684
C -1.8378 -2.6078 2.2309 0.292
C -2.3167 -3.8822 1.9518 -0.309
C -3.2527 -4.4772 2.7478 -0.757
C -3.8497 -3.7173 3.7342 -0.328
C -3.4034 -2.4362 4.0027 -0.783
C -2.3877 -1.8888 3.2702 -0.215
H 4.6791 0.6187 -1.9703 0.447
H 5.0545 -0.2897 -4.2001 0.468
H 3.4765 -2.0325 -5.2301 0.347
H 1.8587 -2.9589 -3.8120 0.445
H 0.6585 -3.2074 -1.7881 0.323
H -1.8656 -4.4379 1.1242 0.411
H -3.6026 -5.4548 2.4803 0.385
H -4.6446 -4.1102 4.3218 0.407
H -3.9267 -1.9701 4.8064 0.435
H -2.0596 -0.9067 3.5125 0.610
N 3.1022 2.9635 2.3371 -0.152
C 3.1169 1.6135 2.7423 0.064
N 3.9352 1.1117 3.6807 -0.582
N 3.6700 -0.2156 3.6565 -0.662
N 2.7700 -0.5118 2.7792 -0.317
N 2.3814 0.6550 2.1975 0.603
C 2.8698 3.2018 1.0111 0.263
N 3.4109 4.2451 0.2982 -0.705
N 2.8826 4.1134 -0.8979 -0.893
N 2.0718 3.1135 -0.8769 0.566
N 2.0224 2.4849 0.2648 0.991
H 3.7930 3.5370 2.7954 0.359
```